Entry 1:
Here is a cluster of 10 separate species, C42H51F21N2O14 in total at a distorted geometry from the Open Molecules 2025 dataset. Energies are from ωB97M-V/def2-TZVPD.

Each line ends with the Mulliken charge.
CARTESIAN COORDINATES (ANGSTROEM)
C (3.088, -6.232, 2.187)  -1.206
C (1.792, -5.974, 1.516)  0.433
O (2.003, -6.011, 0.064)  -0.185
C (2.293, -7.249, -0.530)  0.380
O (1.860, -8.298, -0.020)  -0.543
C (2.821, -7.102, -1.975)  0.780
F (1.747, -7.278, -2.805)  -0.274
F (3.368, -5.988, -2.186)  -0.166
F (3.678, -8.020, -2.311)  -0.270
H (3.929, -5.758, 1.680)  0.118
H (3.364, -7.276, 2.336)  0.401
H (3.031, -5.864, 3.211)  0.411
H (1.536, -4.922, 1.640)  -0.219
H (0.991, -6.541, 1.992)  0.379
C (3.655, 1.320, 5.957)  -0.823
C (2.692, 2.353, 5.319)  -0.417
O (1.703, 1.774, 4.449)  -0.071
C (0.741, 2.527, 3.810)  0.007
O (0.620, 3.782, 3.925)  -0.589
C (-0.230, 1.610, 3.005)  1.175
F (-0.598, 1.981, 1.821)  -0.196
F (0.281, 0.393, 2.860)  -0.189
F (-1.381, 1.601, 3.655)  -0.255
H (4.371, 1.064, 5.177)  0.077
H (3.035, 0.506, 6.335)  0.288
H (4.298, 1.723, 6.739)  0.366
H (3.435, 2.836, 4.684)  0.270
H (2.414, 3.168, 5.987)  0.417
C (5.430, -3.223, -1.067)  -0.677
C (6.026, -3.955, 0.100)  -0.294
O (5.425, -3.708, 1.388)  -0.250
C (5.768, -2.518, 1.968)  0.366
O (6.476, -1.669, 1.482)  -0.508
C (5.210, -2.435, 3.416)  0.767
F (3.920, -2.696, 3.479)  -0.165
F (5.834, -3.339, 4.145)  -0.278
F (5.411, -1.239, 4.011)  -0.259
H (4.399, -3.539, -1.226)  0.075
H (6.079, -3.368, -1.930)  0.475
H (5.436, -2.156, -0.842)  0.006
H (7.073, -3.661, 0.039)  0.340
H (5.860, -4.993, -0.190)  0.384
C (0.339, 1.002, -4.104)  -0.786
C (1.089, 2.170, -3.420)  -0.140
O (0.668, 3.449, -3.915)  -0.290
C (1.089, 3.929, -5.055)  0.382
O (1.953, 3.378, -5.744)  -0.574
C (0.458, 5.259, -5.528)  0.824
F (1.475, 6.074, -5.826)  -0.252
F (-0.309, 4.983, -6.613)  -0.236
F (-0.273, 5.922, -4.537)  -0.233
H (0.333, 1.018, -5.194)  0.522
H (-0.707, 1.118, -3.818)  0.099
H (0.644, 0.016, -3.754)  0.177
H (2.166, 2.229, -3.578)  0.506
H (0.816, 2.118, -2.366)  0.093
C (-1.928, 0.565, -1.090)  0.388
C (-1.568, -0.835, -1.459)  -0.552
O (-0.696, -1.450, -0.456)  -0.104
C (0.674, -1.261, -0.494)  -0.039
O (1.318, -0.635, -1.330)  -0.520
C (1.391, -2.072, 0.541)  1.007
F (2.237, -2.956, 0.010)  -0.140
F (2.025, -1.149, 1.142)  -0.239
F (0.581, -2.629, 1.367)  -0.262
H (-2.899, 0.790, -1.532)  -0.171
H (-1.236, 1.291, -1.516)  -0.109
H (-1.936, 0.691, -0.008)  0.100
H (-1.082, -0.919, -2.432)  0.145
H (-2.470, -1.428, -1.606)  0.333
C (-8.494, 4.425, 0.430)  -0.790
C (-7.095, 4.868, -0.245)  -0.427
O (-6.086, 3.862, 0.180)  -0.127
C (-5.435, 3.964, 1.401)  0.219
O (-5.664, 4.909, 2.147)  -0.540
C (-4.418, 2.867, 1.726)  0.874
F (-3.180, 3.411, 1.606)  -0.225
F (-4.506, 2.394, 3.031)  -0.296
F (-4.539, 1.826, 0.907)  -0.055
H (-8.817, 3.433, 0.116)  0.058
H (-9.295, 5.111, 0.156)  0.411
H (-8.379, 4.367, 1.513)  0.298
H (-6.753, 5.813, 0.177)  0.382
H (-7.173, 5.199, -1.280)  0.437
C (9.112, 0.947, -0.034)  -1.209
C (7.880, 0.896, -0.861)  -0.080
O (6.785, 1.208, 0.000)  -0.196
C (5.530, 1.318, -0.662)  0.240
O (5.345, 1.196, -1.901)  -0.580
C (4.331, 1.787, 0.226)  0.999
F (4.209, 3.096, 0.277)  -0.271
F (3.202, 1.327, -0.212)  -0.205
F (4.502, 1.327, 1.469)  -0.230
H (10.061, 0.671, -0.494)  0.382
H (8.912, 0.190, 0.725)  0.244
H (9.215, 1.922, 0.441)  0.303
H (7.780, -0.122, -1.238)  0.202
H (7.942, 1.569, -1.717)  0.428
C (-3.915, -3.085, 2.871)  -1.087
C (-2.656, -2.705, 2.522)  0.510
C (-1.825, -2.968, 3.581)  -1.248
N (-2.603, -3.532, 4.587)  0.012
C (-3.927, -3.557, 4.239)  -0.382
H (-4.801, -2.916, 2.277)  0.430
H (-2.189, -2.290, 1.641)  0.609
H (-0.761, -2.857, 3.724)  0.542
H (-2.392, -3.966, 5.474)  0.202
H (-4.714, -3.938, 4.873)  0.382
C (-2.966, 3.683, -4.154)  -0.455
C (-2.575, 4.145, -2.897)  -0.415
C (-3.481, 3.555, -1.943)  -0.913
N (-4.394, 2.800, -2.657)  0.659
C (-4.100, 2.888, -3.964)  -0.728
H (-2.482, 4.056, -5.044)  0.401
H (-1.687, 4.724, -2.691)  0.524
H (-3.519, 3.624, -0.866)  0.366
H (-5.215, 2.370, -2.256)  0.005
H (-4.600, 2.318, -4.733)  0.413
C (-6.742, 0.592, -0.644)  -0.011
C (-7.958, 0.950, -1.331)  -0.830
C (-8.073, 0.499, -2.648)  -0.263
C (-7.086, -0.323, -3.289)  -0.826
C (-5.951, -0.708, -2.555)  -0.212
C (-5.805, -0.301, -1.205)  -0.422
H (-6.478, 0.847, 0.372)  0.421
H (-8.749, 1.502, -0.844)  0.432
H (-8.909, 0.907, -3.197)  0.364
H (-7.306, -0.622, -4.304)  0.395
H (-5.191, -1.143, -3.186)  0.360
H (-4.956, -0.623, -0.620)  0.506

Values from the calculation:
* gap between HOMO and LUMO: 0.30734 Eh
* total charge: 0
* SMILES: CCOC(=O)C(F)(F)F.CCOC(=O)C(F)(F)F.CCOC(=O)C(F)(F)F.CCOC(=O)C(F)(F)F.CCOC(=O)C(F)(F)F.CCOC(=O)C(F)(F)F.CCOC(=O)C(F)(F)F.c1cc[nH]c1.c1cc[nH]c1.c1ccccc1
* highest occupied orbital energy: -7.96 eV


Entry 2:
Here is a structure of composition C6H8FNO2 at a distorted geometry from the Open Molecules 2025 dataset. Energies are from ωB97M-V/def2-TZVPD.

Each line ends with the Mulliken charge.
CARTESIAN COORDINATES (ANGSTROEM)
C (2.254, 1.510, 0.846)  -0.726
C (1.442, 1.155, -0.136)  -0.389
C (-1.761, 0.562, -0.020)  0.225
C (0.054, -0.594, -1.391)  -0.823
C (0.940, -0.139, -0.322)  0.739
C (-0.912, -0.601, -0.247)  0.853
N (-1.106, -1.833, 0.373)  -0.810
O (-2.783, 0.424, 0.906)  -0.493
O (-1.642, 1.628, -0.558)  -0.558
F (1.521, -1.186, 0.443)  -0.373
H (2.691, 2.563, 0.826)  0.253
H (2.555, 0.702, 1.531)  0.272
H (1.030, 1.758, -0.892)  0.315
H (-0.230, 0.118, -2.176)  0.302
H (0.390, -1.384, -1.996)  0.356
H (-1.265, -1.604, 1.359)  0.186
H (-0.483, -2.594, 0.341)  0.287
H (-2.695, -0.486, 1.112)  0.385

Values from the calculation:
* ΔE to the lowest compared entry with this formula, charge and spin: 2.685 eV
* gap between HOMO and LUMO: 0.29835 Eh
* total charge: 0
* highest occupied orbital energy: -7.93 eV


Entry 3:
Here is the molecule C2H5ClNP at a distorted geometry from the Open Molecules 2025 dataset. Energies are from ωB97M-V/def2-TZVPD.

Each line ends with the Mulliken charge.
CARTESIAN COORDINATES (ANGSTROEM)
C (-0.071, -0.609, 0.168)  -0.887
C (0.665, 0.660, -0.196)  -0.305
N (2.065, 0.309, -0.417)  -0.199
P (3.312, 0.832, 0.448)  0.208
Cl (4.586, -0.554, -0.172)  -0.188
H (-0.193, -1.348, -0.605)  0.324
H (0.599, -1.138, 0.832)  0.267
H (-0.991, -0.321, 0.781)  0.258
H (0.291, 1.598, 0.402)  0.334
H (0.383, 0.971, -1.243)  0.187

Values from the calculation:
* ΔE to the lowest compared entry with this formula, charge and spin: 0.148 eV
* gap between HOMO and LUMO: 0.33802 Eh
* total charge: 0
* SMILES: CC/N=P/Cl
* highest occupied orbital energy: -9.60 eV


Entry 4:
Here is a structure of composition C21H29N2O4OsSSb at a distorted geometry from the Open Molecules 2025 dataset. Energies are from ωB97M-V/def2-TZVPD.

Each line ends with the Mulliken charge.
CARTESIAN COORDINATES (ANGSTROEM)
Os (0.519, 0.126, 1.889)  1.741
O (-0.323, -4.204, 1.993)  -0.420
C (-0.340, -2.897, 1.916)  0.206
O (0.177, -2.240, 1.021)  -0.506
C (-1.088, -2.224, 3.012)  0.578
C (-1.939, -2.824, 3.921)  -0.630
C (-2.604, -2.012, 4.834)  -0.469
C (-2.415, -0.637, 4.802)  -0.639
C (-1.543, -0.117, 3.862)  0.885
N (-0.895, -0.903, 3.003)  -0.034
C (-1.274, 1.357, 3.669)  -0.014
O (-1.764, 2.219, 4.317)  -0.486
O (-0.453, 1.609, 2.598)  -0.693
H (0.187, -4.589, 1.259)  0.450
H (-2.079, -3.896, 3.909)  0.569
H (-3.267, -2.454, 5.565)  0.490
H (-2.920, 0.034, 5.483)  0.542
S (2.463, -0.805, 2.458)  -0.335
C (3.171, 0.652, 1.729)  0.522
C (4.459, 1.126, 1.680)  -0.621
C (4.648, 2.369, 1.080)  -0.308
C (3.562, 3.080, 0.589)  -0.682
C (2.294, 2.533, 0.691)  -0.241
N (2.116, 1.327, 1.229)  0.115
H (5.277, 0.564, 2.107)  0.512
H (5.642, 2.791, 1.020)  0.455
H (3.690, 4.054, 0.140)  0.471
H (1.408, 3.055, 0.355)  0.314
C (1.069, 0.352, -3.928)  -1.401
C (1.357, -0.246, -2.557)  0.422
C (2.585, 0.372, -1.909)  -1.360
Sb (-0.371, -0.154, -1.234)  -0.205
C (-1.723, -1.748, -1.788)  0.182
C (-2.311, -1.390, -3.154)  -1.215
C (-1.082, -3.128, -1.808)  -1.440
C (-1.700, 1.555, -1.478)  0.433
C (-1.544, 2.215, -2.846)  -1.498
C (-1.600, 2.582, -0.362)  -1.558
H (1.917, 0.113, -4.576)  0.481
H (0.987, 1.436, -3.888)  0.319
H (0.178, -0.053, -4.405)  0.250
H (1.487, -1.329, -2.637)  0.461
H (2.470, 1.450, -1.795)  0.334
H (3.448, 0.204, -2.557)  0.502
H (2.811, -0.064, -0.937)  0.232
H (-2.498, -1.685, -1.020)  0.463
H (-1.543, -1.357, -3.928)  0.259
H (-2.857, -0.447, -3.156)  0.307
H (-3.018, -2.172, -3.441)  0.467
H (-0.382, -3.222, -2.640)  0.374
H (-1.857, -3.883, -1.954)  0.493
H (-0.550, -3.360, -0.891)  0.174
H (-2.664, 1.041, -1.423)  0.475
H (-0.598, 2.751, -2.920)  0.342
H (-2.342, 2.953, -2.960)  0.451
H (-1.621, 1.520, -3.681)  0.363
H (-0.706, 3.198, -0.476)  0.265
H (-1.596, 2.149, 0.634)  0.358
H (-2.459, 3.254, -0.416)  0.496

Values from the calculation:
* ΔE to the lowest compared entry with this formula, charge and spin: 0.515 eV
* gap between HOMO and LUMO (alpha / beta): 0.24104 / 0.22620 Eh
* total charge: +2
* highest occupied orbital energy (alpha / beta): -14.38 / -14.50 eV


> Number 1 is which compound?

C42H51F21N2O14


> Number 1 is which compound?

C42H51F21N2O14


> total charge of number 3 (C2H5ClNP)?

0